# 1
Here is a molecular structure, C38H36Br3N7O4 from the Open Molecules 2025 dataset. Energies are from ωB97M-V/def2-TZVPD.

Structure (XYZ):
```
88
Properties=species:S:1:pos:R:3:forces:R:3
C 3.713400 -2.942955 -3.589729 0.6563 0.0408 0.5728
Br 3.391215 -1.237841 -4.451985 0.0175 -0.5815 0.4080
Br 3.982184 -2.809561 -1.639390 0.0260 0.0601 -0.7058
Br 5.251697 -3.867901 -4.369705 -0.6013 0.2897 0.1268
H 2.844620 -3.580503 -3.653777 -0.0267 0.0687 -0.4225
C 3.214101 0.419754 -0.008808 0.7223 0.5493 0.2747
C 2.060136 -0.207971 -0.408926 -0.5484 -0.3945 0.4775
C 0.949436 0.520224 -0.815065 0.0750 0.8167 0.5107
C 1.033453 1.918492 -0.766524 1.6525 -0.8558 0.4354
C 2.222000 2.562829 -0.409638 0.8222 -0.2297 -0.8615
C 3.347611 1.798072 -0.088477 -0.8443 0.0301 0.0226
N -0.133938 2.689039 -1.058437 -1.0130 0.3340 -0.3008
O -0.032123 3.866769 -1.323380 0.3228 0.2447 0.0205
O -1.202503 2.102211 -1.025020 -0.3229 -0.1659 -0.0493
H 4.029013 -0.140474 0.435698 0.0394 -0.1525 -0.3030
H 2.031615 -1.272193 -0.232178 -0.4038 -0.0675 -0.4647
H -0.005800 0.087979 -1.066231 0.1614 -0.2157 -0.0611
H 2.388233 3.622293 -0.537905 -0.5893 0.1442 0.2447
H 4.299824 2.259071 0.132129 -0.0637 0.1140 0.1397
C -3.171682 -2.345486 3.915489 -0.6381 0.7093 1.1697
C -1.959455 -1.866364 4.421593 0.3411 -0.8019 -0.9368
C -0.805343 -1.997115 3.644748 -1.1150 0.6779 0.8475
C -0.968961 -2.517020 2.374308 0.5652 0.6494 -0.1368
C -2.174974 -2.930863 1.857859 -0.5614 -0.4313 -0.1530
C -3.319618 -2.890113 2.659902 1.2896 -0.0071 -0.4455
N 0.200243 -2.502616 1.490160 1.1675 -0.7802 -0.5300
O 0.070590 -2.756396 0.305528 -0.8221 0.1044 0.0653
O 1.303020 -2.313234 1.966039 -0.2373 0.3300 0.6926
H -4.050369 -2.195930 4.535483 -0.0011 -0.2312 -0.0143
H -1.869611 -1.434645 5.406178 -0.2390 0.0587 0.0391
H 0.085959 -1.550289 4.058909 0.4032 -0.3595 -0.4930
H -2.211458 -3.294101 0.839221 0.0326 -0.0175 0.0306
H -4.250807 -3.286965 2.287461 -0.1417 0.1502 0.0700
N -5.343600 4.560001 -4.255453 0.3677 0.9776 -0.4627
C -5.238202 3.425381 -4.944176 0.2614 0.0361 1.4812
C -4.203008 2.542107 -4.672572 0.1490 -0.9990 -0.7565
C -3.217612 2.839646 -3.758947 -0.3824 0.7057 -0.3066
C -3.251036 4.108996 -3.198335 0.6750 -0.4886 0.5973
C -4.315492 4.941248 -3.471474 -0.5035 -0.6150 -0.6352
H -6.063010 3.174911 -5.596986 0.0335 -0.0310 -0.1511
H -4.148388 1.573241 -5.160809 -0.2407 0.0877 -0.1178
H -2.447213 2.116536 -3.533639 0.0979 0.1491 0.1085
H -2.463346 4.371720 -2.500928 -0.0928 0.2952 -0.0622
H -4.332565 5.950380 -3.086059 -0.2724 0.0193 0.2290
N -5.258510 0.785840 -2.265331 -0.0760 -0.1609 0.0561
C -4.471900 0.200865 -1.356503 0.0273 0.5480 0.4466
C -4.822977 -0.918614 -0.635359 -1.0105 -0.8960 -0.3409
C -6.040519 -1.550295 -0.954702 0.6476 0.5935 0.9802
C -6.881425 -0.902376 -1.818949 -0.8658 0.2663 -1.3360
C -6.458915 0.249450 -2.476417 0.8573 0.2635 0.7440
H -3.548317 0.720193 -1.114989 0.0706 0.0142 -0.1975
H -4.242631 -1.328706 0.179809 0.3709 0.1418 -0.1662
H -6.329149 -2.431469 -0.397272 -0.1474 -0.0875 -0.1756
H -7.881680 -1.209114 -2.107467 0.0935 -0.5002 0.4240
H -7.115827 0.822913 -3.117595 -0.0663 -0.1927 -0.2036
N 6.323013 0.602925 1.863146 0.9029 -0.0406 0.5627
C 5.988931 0.650810 3.146706 -1.6936 -0.6883 0.4752
C 6.132100 -0.413574 4.045949 0.7434 0.2512 -0.6561
C 6.874439 -1.489997 3.608611 0.6031 -0.7758 0.1251
C 7.437019 -1.486549 2.338381 -0.2344 0.7107 -0.4379
C 7.110151 -0.429038 1.502974 -0.6998 0.5115 -0.3635
H 5.310431 1.430951 3.481761 0.3741 0.4387 -0.3062
H 5.698439 -0.372700 5.033375 0.0193 0.0429 0.0365
H 7.072379 -2.365604 4.217998 -0.1905 0.1595 0.2353
H 8.085957 -2.262808 1.961432 -0.0855 -0.1861 0.1622
H 7.375750 -0.369386 0.452937 0.3500 -0.3938 0.0723
N -0.923725 -2.125339 -4.995610 0.0897 -0.6443 0.3833
C -0.369727 -2.760684 -3.947387 -0.6723 1.3147 -0.5420
C -0.662657 -2.386599 -2.646022 0.0927 -1.0397 0.4580
C -1.596388 -1.396773 -2.389292 0.6202 -0.6038 -0.3594
C -2.156126 -0.764504 -3.481295 -1.0619 0.7936 0.7367
C -1.835301 -1.169915 -4.751511 1.7290 -0.5042 -0.7683
H 0.353125 -3.532140 -4.170932 0.0149 -0.1388 -0.0379
H -0.226982 -2.957846 -1.832633 0.0511 0.2566 -0.1250
H -1.828246 -1.176773 -1.355897 -0.2082 0.2797 -0.0850
H -2.870737 0.033737 -3.305635 0.0277 -0.1156 -0.2607
H -2.118505 -0.681838 -5.675604 -0.6662 0.2392 0.2844
N 1.836256 2.716944 3.698974 0.4985 -0.5027 -0.5946
C 2.213750 3.156577 4.880686 -0.4350 0.0921 0.9993
C 2.776565 2.355881 5.877491 -0.3405 0.0427 -0.0276
C 3.109592 1.059228 5.563693 0.3570 -0.3479 -0.7115
C 2.881742 0.617234 4.250931 0.1690 0.4176 0.3403
C 2.204416 1.458490 3.386484 -0.3818 0.2185 0.1844
H 1.972844 4.181071 5.150230 -0.0564 0.0405 -0.2780
H 2.850020 2.738853 6.886477 0.3041 0.0719 -0.0526
H 3.601647 0.411737 6.278657 -0.1013 -0.0130 0.0828
H 3.290352 -0.307570 3.868301 -0.3096 -0.2426 0.1879
H 1.903092 1.086149 2.415250 0.0715 0.1481 -0.1451
```
Positions in Å, forces in eV/Å.

Calculated values
- Calculated total energy: -268730.47580 eV
- Energy relative to the best compared isomer or geometry (same formula, charge and spin): 5.0 kcal per mole
- Kohn-Sham gap: 7.92 eV

=====

# 2
Here is a molecular structure, C5H7NO from the Open Molecules 2025 dataset. Energies are from ωB97M-V/def2-TZVPD.

Structure (XYZ):
```
14
Properties=species:S:1:pos:R:3:forces:R:3
O -1.766840 -0.981350 0.515455 -0.1006 -0.0757 -0.1673
C -0.360260 -1.003342 0.534174 0.2971 -0.0382 0.0614
C 0.463458 -0.837325 -0.722877 -0.0992 -0.3227 -0.2607
C 0.614141 0.617852 -0.994172 -0.0116 0.2000 -0.3238
C -0.157965 1.385749 0.058670 -0.0425 0.0819 -0.0159
C 0.355167 0.276962 0.982540 -0.1260 0.1194 0.4665
N 1.497257 -0.041049 0.000241 0.2146 -0.0024 0.0977
H -2.073738 -1.236807 -0.360846 0.0184 0.0287 0.0989
H 0.003640 -1.865642 1.106276 -0.0527 0.1226 -0.0561
H 0.750421 -1.600117 -1.442276 -0.0727 0.1338 0.1193
H 1.013765 0.980418 -1.937084 -0.0974 -0.0846 0.1395
H -1.240490 1.499388 -0.050384 0.1655 0.0051 0.0389
H 0.315973 2.345088 0.278001 -0.0230 -0.1275 -0.0234
H 0.585472 0.460175 2.032282 -0.0699 -0.0405 -0.1750
```
Positions in Å, forces in eV/Å.

Calculated values
- Calculated total energy: -8833.25777 eV
- Energy relative to the best compared isomer or geometry (same formula, charge and spin): 67.9 kcal per mole
- Kohn-Sham gap: 10.58 eV

=====

Among the records above, which one has the lowest energy relative to the best compared isomer or geometry (same formula, charge and spin)?
C38H36Br3N7O4

=====

The lowest Kohn-Sham gap belongs to which entry?
C38H36Br3N7O4